No. 1
The following is a DFT calculation (the ωB97M-V functional and the def2-TZVPD basis) of an isolated ion of composition BrHNO2S and charge -1 at a distorted geometry.

Structure (XYZ):
```
6
Properties=species:S:1:pos:R:3:lowdin_charge:R:1
N -1.70 -1.34 0.42 -0.78
O 0.67 1.87 -0.27 -0.56
O 2.39 0.10 -0.39 -0.55
S 1.14 0.57 0.21 0.57
Br -0.73 -0.85 -1.03 0.39
H -1.77 -0.36 1.06 -0.08
```

Computed properties:
Orbital gap (spin up / spin down) in eV: 6.423 / 6.422
HOMO level (spin up / spin down) in eV: -2.780 / -2.779
Net charge: -1
Relative energy (zero: lowest compared OMol25 entry of this formula, charge and spin) in kcal per mole: 38.8
Largest force on an atom in eV/A: 4.22

No. 2
The following is a DFT calculation (the ωB97M-V functional and the def2-TZVPD basis) of C3H5NO as an isolated structure at a distorted geometry.

Structure (XYZ):
```
10
Properties=species:S:1:pos:R:3:lowdin_charge:R:1
O -2.08 -0.40 0.28 -0.04
C -0.70 -0.26 0.22 -0.15
C 0.64 0.95 -0.44 -0.06
C 1.59 0.00 0.10 -0.34
N 1.97 -0.96 0.63 0.14
H -2.36 -1.18 -0.23 0.10
H -0.37 -0.11 1.24 0.09
H -0.28 -1.08 -0.34 0.08
H 0.77 1.93 0.05 0.09
H 0.83 1.11 -1.51 0.09
```

Computed properties:
Orbital gap in eV: 10.803
HOMO level in eV: -10.305
Relative energy (zero: lowest compared OMol25 entry of this formula, charge and spin) in kcal per mole: 63.2
Largest force on an atom in eV/A: 1.20

No. 3
The following is a DFT calculation (the ωB97M-V functional and the def2-TZVPD basis) of one molecule with the formula CH2Cl2 at a distorted geometry.

Structure (XYZ):
```
5
Properties=species:S:1:pos:R:3:lowdin_charge:R:1
Cl -1.61 0.39 -0.26 0.50
C 0.02 -0.21 0.05 -0.95
Cl 1.21 1.17 -0.22 0.42
H 0.35 -1.01 -0.65 0.05
H 0.03 -0.34 1.08 -0.02
```

Computed properties:
Orbital gap in eV: 11.942
HOMO level in eV: -11.033
SMILES: ClCCl
Relative energy (zero: lowest compared OMol25 entry of this formula, charge and spin) in kcal per mole: 4.6
Largest force on an atom in eV/A: 2.66

No. 4
The following is a DFT calculation (the ωB97M-V functional and the def2-TZVPD basis) of one molecule with the formula C4H7NO2 at a distorted geometry.

Structure (XYZ):
```
14
Properties=species:S:1:pos:R:3:lowdin_charge:R:1
C 0.21 0.60 -1.59 0.06
C 0.18 -0.22 -0.10 -0.41
C -0.33 0.59 1.03 -0.60
N -1.53 0.24 1.36 0.19
O 0.36 1.45 1.51 0.09
C 1.16 -1.28 0.06 -0.07
O -0.21 -1.55 -0.15 -0.01
H -0.47 1.40 -1.49 0.05
H 0.22 -0.15 -2.35 0.07
H 1.16 1.08 -1.65 0.06
H -2.03 -0.49 0.85 0.13
H -2.08 0.79 2.11 0.18
H 1.89 -1.20 -0.73 0.12
H 1.48 -1.28 1.14 0.15
```

Computed properties:
Orbital gap in eV: 10.504
HOMO level in eV: -9.632
SMILES: C[C@]1(C(N)=O)CO1
Relative energy (zero: lowest compared OMol25 entry of this formula, charge and spin) in kcal per mole: 58.2
Largest force on an atom in eV/A: 5.87

No. 5
The following is a DFT calculation (the ωB97M-V functional and the def2-TZVPD basis) of C15H36F2Hg2N3O13S2 as an isolated structure at a distorted geometry.

Structure (XYZ):
```
73
Properties=species:S:1:pos:R:3:lowdin_charge:R:1
Hg -0.27 -0.90 -1.80 1.30
Hg 3.73 0.22 -3.59 1.49
N -1.82 -1.66 -3.21 -0.39
S -1.90 -1.24 -4.74 0.49
O -2.75 -0.14 -5.05 -0.24
O -1.72 -2.29 -5.66 -0.22
F -0.46 -0.46 -4.72 -0.25
S -3.05 -2.76 -3.04 0.51
O -2.69 -4.11 -3.22 -0.22
O -4.30 -2.28 -3.48 -0.21
F -3.12 -2.57 -1.46 -0.19
C 2.47 -1.30 -2.11 -0.88
O 1.85 -0.40 -2.88 -0.27
O 1.78 -2.20 -1.61 0.04
O 3.70 -0.98 -1.86 -0.17
C 4.84 -3.06 1.21 -0.23
C 5.79 -3.32 0.06 -0.23
O 6.02 -2.15 -0.71 -0.07
O 3.47 -3.20 0.85 -0.08
H 4.99 -2.06 1.63 0.11
H 4.99 -3.76 2.03 0.12
H 5.42 -4.22 -0.46 0.13
H 6.79 -3.61 0.39 0.12
H 5.18 -1.85 -1.09 0.01
H 3.25 -2.67 0.07 0.03
C -0.39 -3.63 0.33 -0.06
O -0.75 -2.27 0.07 -0.32
C -0.91 -1.53 1.29 -0.17
C -1.60 -0.23 0.91 -0.16
N -0.87 0.54 -0.14 -0.10
C -1.74 1.63 -0.63 -0.17
C -1.04 2.48 -1.66 -0.20
O -0.49 1.62 -2.65 -0.27
C -0.16 2.32 -3.84 -0.09
H 0.65 -3.67 0.65 0.09
H -0.42 -4.17 -0.61 0.10
H -1.04 -4.11 1.06 0.10
H 0.09 -1.36 1.68 0.13
H -1.57 -2.07 1.96 0.14
H -1.77 0.41 1.77 0.09
H -2.59 -0.42 0.49 0.13
H -0.05 0.97 0.32 0.09
H -2.16 2.27 0.15 0.11
H -2.59 1.10 -1.07 0.14
H -0.21 3.05 -1.23 0.14
H -1.78 3.18 -2.06 0.14
H 0.37 1.64 -4.49 0.07
H 0.48 3.18 -3.61 0.09
H -1.06 2.72 -4.32 0.11
C 2.69 0.93 0.78 -0.08
O 1.45 1.10 1.41 -0.23
C 1.56 1.66 2.72 -0.20
C 0.34 1.57 3.59 -0.19
N -0.74 2.48 3.23 -0.05
C -1.98 2.10 3.89 -0.22
C -3.15 2.87 3.32 -0.24
O -3.62 2.24 2.16 -0.19
C -4.56 3.00 1.45 -0.11
H 3.28 1.85 0.63 0.10
H 2.44 0.59 -0.23 0.07
H 3.30 0.16 1.25 0.10
H 1.96 2.68 2.60 0.13
H 2.38 1.16 3.25 0.13
H 0.59 1.67 4.64 0.13
H -0.04 0.55 3.37 0.11
H -0.94 2.65 2.26 0.10
H -1.93 2.30 4.97 0.13
H -2.24 1.02 3.84 0.12
H -2.90 3.93 3.16 0.13
H -3.90 3.09 4.10 0.13
H -5.03 3.79 2.04 0.09
H -5.36 2.36 1.08 0.09
H -4.18 3.56 0.58 0.08
```

Computed properties:
Orbital gap in eV: 3.590
HOMO level in eV: -11.567
Net charge: +1
Largest force on an atom in eV/A: 4.18

No. 6
The following is a DFT calculation (the ωB97M-V functional and the def2-TZVPD basis) of a 7-piece molecular cluster, H14O7 overall at a distorted geometry.

Structure (XYZ):
```
21
Properties=species:S:1:pos:R:3:lowdin_charge:R:1
O -0.01 -1.06 -0.95 -0.10
H -0.14 -1.30 -0.03 0.03
H -0.33 -0.15 -1.01 0.03
O -0.25 4.24 -3.23 -0.06
H -0.73 3.50 -3.61 0.03
H 0.30 3.84 -2.55 0.03
O 0.58 -0.06 3.65 -0.05
H 0.80 0.33 4.51 0.04
H 1.14 -0.84 3.61 0.03
O -1.15 1.56 0.86 -0.06
H -1.92 1.22 1.33 0.02
H -0.47 0.90 1.04 0.01
O 0.70 -0.11 -2.62 -0.08
H 0.38 -0.10 -3.53 0.05
H 1.47 -0.68 -2.66 0.06
O 2.74 -3.22 1.35 -0.06
H 3.18 -4.07 1.25 0.04
H 2.14 -3.35 2.09 0.03
O -3.10 -0.04 0.38 -0.06
H -2.31 -0.47 0.72 0.02
H -3.03 -0.14 -0.58 0.05
```

Computed properties:
Orbital gap in eV: 10.793
HOMO level in eV: -10.701
SMILES: O.O.O.O.O.O.O
Relative energy (zero: lowest compared OMol25 entry of this formula, charge and spin) in kcal per mole: 75.9
Largest force on an atom in eV/A: 3.63